Arrangement 1

2 unconnected molecules or ions with the total composition C3H8N2. Source: the OMol25 dataset; level of theory: the ωB97M-V functional and the def2-TZVPD basis.

The geometry in XYZ format:
```
13
Properties=species:S:1:pos:R:3
C -2.001 -0.396 1.430
C -1.852 -0.180 0.124
N -0.938 0.718 -0.415
H -1.386 0.215 2.086
H -2.540 -1.205 1.885
H -2.397 -0.703 -0.647
H -0.484 1.428 0.130
H -1.208 1.037 -1.328
C 2.703 -0.537 -0.725
N 1.978 0.239 -0.038
H 3.093 -1.467 -0.315
H 2.954 -0.331 -1.773
H 2.076 1.181 -0.413
```

Properties
SMILES string: C=CN.C=N
Spin multiplicity: 1

Arrangement 2

3 unconnected molecules or ions with the total composition C3H8N2. Source: the OMol25 dataset; level of theory: the ωB97M-V functional and the def2-TZVPD basis.

The geometry in XYZ format:
```
13
Properties=species:S:1:pos:R:3
C -0.706 1.226 0.088
C -0.503 -0.262 -0.115
N -1.434 -1.134 0.177
H -1.117 -1.934 0.732
H -0.309 -0.329 -1.617
H -0.019 1.804 -0.546
H -1.740 1.496 -0.152
H -0.529 1.475 1.142
C 0.993 -0.758 0.127
N 1.915 -0.103 0.733
H 1.754 0.906 0.818
H 1.098 -1.845 0.081
H 0.598 -0.542 -1.468
```

Properties
Spin multiplicity: 1

Which is most stable, and by how much? arrangement 1, by 63.7 kcal/mol.

Arrangement 1

C3H8N2 in the gas phase. Source: the OMol25 dataset; level of theory: the ωB97M-V functional and the def2-TZVPD basis.

The geometry in XYZ format:
```
13
Properties=species:S:1:pos:R:3
H 2.183 -2.168 0.049
N 1.969 -1.308 0.537
C 0.735 -1.000 0.528
N 0.240 0.238 0.267
C -1.155 0.455 0.019
C -1.449 1.467 -1.105
H -0.111 -1.661 0.782
H 0.923 0.905 -0.051
H -1.834 0.526 0.867
H -1.533 -0.444 -0.490
H -0.749 2.308 -1.096
H -2.475 1.779 -1.252
H -1.173 0.948 -2.029
```

Properties
SMILES string: [H]/N=C/NCC
Spin multiplicity: 1

Arrangement 2

C3H8N2 in the gas phase. Source: the OMol25 dataset; level of theory: the ωB97M-V functional and the def2-TZVPD basis.

The geometry in XYZ format:
```
13
Properties=species:S:1:pos:R:3
C -2.356 0.149 -0.041
C -0.856 0.295 0.035
N -0.115 -0.751 0.025
N 1.266 -0.602 0.013
C 1.956 0.615 -0.012
H -2.700 -0.517 -0.821
H -2.727 -0.206 0.947
H -2.820 1.143 -0.139
H -0.382 1.323 0.013
H 1.738 -1.505 -0.130
H 3.009 0.518 -0.193
H 1.765 1.084 0.978
H 1.604 1.281 -0.810
```

Properties
SMILES string: C/C=N/NC
Spin multiplicity: 1

Arrangement 3

2 unconnected molecules or ions with the total composition C3H8N2. Source: the OMol25 dataset; level of theory: the ωB97M-V functional and the def2-TZVPD basis.

The geometry in XYZ format:
```
13
Properties=species:S:1:pos:R:3
C 0.781 -0.172 2.103
C 1.632 -0.369 1.073
N 1.701 0.277 -0.125
H 0.292 0.787 2.265
H 0.801 -0.831 2.966
H 2.073 -1.357 1.006
H 0.958 0.898 -0.419
H 2.053 -0.286 -0.867
C -2.148 0.208 -1.980
N -1.318 0.432 -1.041
H -2.145 0.716 -2.951
H -2.884 -0.592 -1.877
H -1.795 0.288 -0.151
```

Properties
SMILES string: C=CN.C=N
Spin multiplicity: 1

Which is most stable, and by how much? arrangement 1, by 9.1 kcal/mol.